1.
C24H64ClN4O11 | ωB97M-V with the def2-TZVPD basis set

Its net charge is -1.

Last column: Löwdin charge in e.
Positions of all 104 atoms, in Å:
1 Cl -0.970 0.125 -0.368  0.6003
2 O -2.013 1.088 -0.502  -0.3449
3 O -0.059 0.459 0.614  -0.3153
4 O -1.590 -1.105 0.036  -0.3769
5 O -0.257 -0.034 -1.611  -0.3501
6 C -2.053 5.483 -0.808  -0.1875
7 O -1.851 4.232 -0.259  -0.1263
8 H -3.102 5.765 -0.902  0.0769
9 H -1.641 6.294 -0.207  0.0741
10 H -1.446 5.342 -1.702  0.0859
11 H -2.301 3.627 -0.853  0.0635
12 C -1.482 4.038 3.174  -0.1755
13 O -0.359 3.217 2.974  -0.1136
14 H -1.280 4.520 4.130  0.0758
15 H -1.632 4.696 2.318  0.0622
16 H -2.408 3.484 3.330  0.0645
17 H -0.535 2.789 2.134  0.0540
18 C -2.072 1.372 -4.459  -0.1741
19 O -0.747 0.913 -4.303  -0.1270
20 H -2.278 2.010 -5.319  0.0756
21 H -2.765 0.533 -4.400  0.0639
22 H -2.415 1.810 -3.522  0.0605
23 H -0.548 0.540 -3.441  0.0202
24 C -1.712 -1.753 4.618  -0.0859
25 C -3.069 -1.555 3.938  -0.3976
26 C -3.254 -0.182 3.306  -0.2037
27 O -4.440 -0.274 2.513  -0.2134
28 C -4.710 1.084 2.068  -0.0953
29 N -3.184 -2.588 2.851  0.0638
30 H -0.902 -1.815 3.891  0.0773
31 H -1.616 -2.717 5.117  0.0670
32 H -1.424 -1.001 5.353  0.0694
33 H -3.785 -1.777 4.730  0.1265
34 H -2.386 0.048 2.689  0.1262
35 H -3.443 0.506 4.131  0.1181
36 H -3.991 1.685 1.512  0.0766
37 H -4.993 1.567 3.003  0.0776
38 H -5.551 0.938 1.391  0.0769
39 H -2.549 -3.299 3.186  0.0509
40 H -2.620 -2.186 2.117  0.0413
41 C -0.852 -4.424 -2.541  -0.0709
42 C 0.064 -4.812 -1.404  -0.3718
43 C 1.262 -5.740 -1.728  -0.1877
44 O 0.825 -7.046 -2.193  -0.2134
45 C 1.855 -7.730 -2.932  -0.1021
46 N 0.518 -3.528 -0.676  0.0492
47 H -1.351 -5.321 -2.907  0.0684
48 H -0.475 -4.023 -3.482  0.0805
49 H -1.587 -3.791 -2.044  0.0532
50 H -0.553 -5.315 -0.659  0.1222
51 H 1.847 -5.927 -0.828  0.1126
52 H 2.068 -5.344 -2.346  0.1106
53 H 2.840 -7.340 -2.676  0.0793
54 H 1.640 -7.331 -3.924  0.0783
55 H 1.663 -8.795 -3.064  0.0825
56 H 1.181 -3.039 -1.260  0.0592
57 H -0.244 -2.955 -0.344  0.0251
58 C -4.703 -1.778 -1.974  -0.0694
59 C -5.020 -2.589 -0.706  -0.3654
60 C -4.255 -3.964 -0.587  -0.1939
61 O -4.487 -4.462 0.727  -0.1642
62 C -3.858 -5.717 0.781  -0.1452
63 N -4.634 -1.691 0.404  0.0452
64 H -4.802 -2.475 -2.806  0.0588
65 H -3.681 -1.415 -2.078  0.0753
66 H -5.514 -1.080 -2.185  0.0735
67 H -6.057 -2.909 -0.606  0.1283
68 H -3.191 -3.728 -0.636  0.1012
69 H -4.513 -4.654 -1.390  0.1174
70 H -3.814 -6.278 -0.153  0.0753
71 H -4.368 -6.412 1.448  0.0787
72 H -2.830 -5.701 1.143  0.0784
73 H -4.954 -0.785 0.092  0.0497
74 H -3.664 -1.450 0.263  0.0259
75 C 5.313 1.247 -0.345  -0.0448
76 C 4.286 2.275 0.019  -0.4918
77 C 4.260 2.621 1.498  -0.1446
78 C 5.424 3.393 2.070  -0.1886
79 C 5.702 4.658 1.229  -0.1343
80 C 5.741 4.485 -0.322  -0.4983
81 N 4.605 3.594 -0.708  -0.1035
82 O 4.245 3.713 -2.059  -0.0157
83 C 5.641 5.849 -0.930  -0.0733
84 C 7.066 3.958 -0.783  -0.0536
85 C 2.911 1.790 -0.386  -0.0313
86 H 5.333 0.360 0.288  0.0834
87 H 6.382 1.432 -0.234  0.0687
88 H 5.038 0.840 -1.318  0.0890
89 H 3.406 3.278 1.663  0.1269
90 H 4.226 1.730 2.126  0.1263
91 H 6.340 2.822 2.221  0.1018
92 H 5.244 3.746 3.086  0.1068
93 H 6.555 5.206 1.629  0.1123
94 H 4.955 5.396 1.524  0.1074
95 H 6.490 6.521 -0.809  0.0835
96 H 5.601 5.795 -2.018  0.0815
97 H 4.825 6.507 -0.631  0.0834
98 H 7.722 4.634 -1.332  0.0766
99 H 7.705 3.552 0.002  0.0779
100 H 7.006 3.060 -1.396  0.0729
101 H 2.601 1.000 0.297  0.0894
102 H 2.908 1.510 -1.440  0.0902
103 H 2.144 2.534 -0.170  0.0910
104 H 3.404 4.166 -1.966  0.1035

=====

2.
C24H65IO13S10 | ωB97M-V with the def2-TZVPD basis set

Last column: Löwdin charge in e.
Positions of all 113 atoms, in Å:
1 C -1.952 -0.318 4.489  -0.1749
2 C -1.588 -1.317 3.408  -0.7435
3 I -1.479 -3.279 4.296  0.8153
4 C -2.649 -1.349 2.317  -0.3360
5 O -2.152 -1.824 1.042  -0.3300
6 S -1.302 -0.756 0.186  0.9202
7 O -1.551 -1.081 -1.203  -0.3952
8 O 0.160 -1.357 0.565  -0.3247
9 C 1.126 -1.434 -0.496  -0.1719
10 C 2.005 -2.646 -0.270  -0.3039
11 C 1.345 -3.950 -0.268  -0.0173
12 O 2.195 -3.453 -1.401  -0.0771
13 H -1.246 -0.349 5.316  0.0673
14 H -1.922 0.688 4.072  0.0689
15 H -2.959 -0.513 4.858  0.0538
16 H -0.606 -1.118 2.984  0.0560
17 H -3.437 -2.034 2.600  0.0674
18 H -3.075 -0.351 2.187  0.1177
19 H 1.753 -0.544 -0.484  0.0905
20 H 0.648 -1.607 -1.458  0.1157
21 H 2.842 -2.507 0.409  0.1504
22 H 1.823 -4.856 0.072  0.1105
23 H 0.316 -4.008 -0.596  0.1152
24 C -3.334 2.099 -5.210  -0.2707
25 S -2.824 2.586 -3.558  0.8022
26 O -2.285 3.971 -3.661  -0.5639
27 C -1.420 1.480 -3.479  -0.2934
28 H -4.189 2.715 -5.481  0.0442
29 H -2.510 2.263 -5.902  0.0532
30 H -3.615 1.047 -5.204  0.0549
31 H -0.752 1.701 -4.309  0.0322
32 H -1.764 0.448 -3.530  0.0444
33 H -0.909 1.642 -2.532  0.0483
34 C 2.000 3.427 1.443  -0.2531
35 S 2.963 1.952 1.777  0.8043
36 O 2.705 1.010 0.645  -0.5579
37 C 1.971 1.383 3.150  -0.2700
38 H 2.432 3.917 0.574  0.0391
39 H 0.967 3.140 1.247  0.0621
40 H 2.064 4.094 2.302  0.0481
41 H 0.942 1.256 2.821  0.0402
42 H 2.013 2.113 3.955  0.0443
43 H 2.387 0.433 3.483  0.0545
44 C -2.061 4.147 5.708  -0.2770
45 S -0.867 4.379 4.397  0.8291
46 O -0.413 3.011 4.005  -0.5699
47 C 0.439 5.072 5.415  -0.2649
48 H -2.944 3.682 5.278  0.0278
49 H -1.624 3.505 6.473  0.0615
50 H -2.345 5.114 6.122  0.0558
51 H 0.691 4.365 6.206  0.0587
52 H 0.102 6.019 5.835  0.0541
53 H 1.304 5.244 4.777  0.0439
54 C 5.647 4.493 -0.449  -0.2581
55 S 5.702 4.363 1.342  0.7704
56 O 4.890 5.487 1.881  -0.5515
57 C 7.427 4.837 1.511  -0.2697
58 H 4.627 4.282 -0.762  0.0430
59 H 5.928 5.503 -0.745  0.0595
60 H 6.322 3.756 -0.884  0.0570
61 H 7.576 5.824 1.074  0.0572
62 H 8.054 4.095 1.018  0.0535
63 H 7.654 4.863 2.575  0.0489
64 C 3.202 -5.208 -4.427  -0.2788
65 S 2.405 -6.780 -4.116  0.7987
66 O 2.852 -7.722 -5.179  -0.5646
67 C 0.750 -6.237 -4.557  -0.2696
68 H 4.269 -5.330 -4.263  0.0430
69 H 3.033 -4.912 -5.461  0.0338
70 H 2.810 -4.461 -3.734  0.0415
71 H 0.758 -5.877 -5.586  0.0521
72 H 0.437 -5.451 -3.870  0.0494
73 H 0.086 -7.094 -4.468  0.0470
74 C -6.450 -2.627 5.799  -0.2632
75 S -6.420 -2.002 4.117  0.8312
76 O -5.142 -1.254 3.974  -0.5542
77 C -7.707 -0.770 4.330  -0.2654
78 H -5.667 -3.378 5.877  0.0513
79 H -6.249 -1.807 6.489  0.0575
80 H -7.421 -3.080 6.001  0.0542
81 H -7.415 -0.081 5.124  0.0481
82 H -8.648 -1.266 4.567  0.0543
83 H -7.800 -0.232 3.389  0.0523
84 C 5.613 -5.444 -8.819  -0.2667
85 S 5.883 -5.379 -7.046  0.8102
86 O 5.166 -4.170 -6.557  -0.5607
87 C 7.622 -4.934 -7.130  -0.2697
88 H 4.561 -5.668 -8.977  0.0516
89 H 5.862 -4.477 -9.256  0.0574
90 H 6.226 -6.236 -9.251  0.0541
91 H 7.730 -4.004 -7.687  0.0570
92 H 8.179 -5.741 -7.606  0.0533
93 H 7.971 -4.799 -6.108  0.0499
94 C 0.863 -2.205 -6.323  -0.2619
95 S 0.514 -0.588 -5.630  0.7955
96 O -0.742 -0.114 -6.275  -0.5528
97 C 1.866 0.269 -6.443  -0.2602
98 H 0.090 -2.881 -5.965  0.0476
99 H 0.832 -2.143 -7.411  0.0605
100 H 1.841 -2.543 -5.979  0.0475
101 H 1.765 0.155 -7.522  0.0582
102 H 2.814 -0.141 -6.095  0.0563
103 H 1.795 1.320 -6.170  0.0496
104 C -6.496 3.101 7.489  -0.2703
105 S -6.384 3.739 5.813  0.8078
106 O -5.148 4.564 5.758  -0.5537
107 C -7.758 4.886 5.943  -0.2685
108 H -5.679 2.394 7.622  0.0494
109 H -6.395 3.925 8.195  0.0586
110 H -7.451 2.591 7.621  0.0517
111 H -7.568 5.583 6.759  0.0585
112 H -8.680 4.330 6.113  0.0535
113 H -7.821 5.423 5.000  0.0512

=====

| no. | molecular weight (g mol⁻¹) | HOMO-LUMO gap (eV) | energy (eV) |
| --- | --- | --- | --- |
| 1 | 620.2 | 8.069 | -66918.3057 |
| 2 | 1009.3 | 8.277 | -169003.5672 |